[1]
2 unconnected molecules or ions with the total composition C3H10O2S at a distorted geometry, computed with ωB97M-V with the def2-TZVPD basis set.

Values from the calculation:
- ΔE to the lowest compared entry with this formula, charge and spin (kcal per mole) = 24.0
- HOMO (eV) = -9.3
- gap between HOMO and LUMO (eV) = 10.023
- electronic energy (Ha) = -668.912065
- largest force on an atom (eV/Å) = 3.7
- structure (SMILES) = OCCCS.O

```
! wB97M-V def2-TZVPD RIJCOSX def2/J DEFGRID3
* xyz 0 1
C 0.93290 0.78334 0.72849
O 2.08958 0.69828 -0.21251
C -0.35122 0.81873 -0.08654
C -1.61494 0.69136 0.74769
S -3.20214 0.61408 -0.37109
H 0.92199 -0.20676 1.40869
H 1.26649 1.68092 1.26787
H 1.88113 1.10742 -1.07560
H -0.34759 1.67906 -0.72557
H -0.49812 0.01998 -0.88077
H -1.77657 1.63341 1.42828
H -1.65829 -0.08913 1.45088
H -2.76472 -0.17212 -1.38738
H 1.92853 -2.32042 -0.74227
H 1.85453 -3.81719 -0.58115
O 1.33843 -3.12097 -0.96900
*
```


[2]
A molecular structure, C50H42N2O3RuTe at a distorted geometry, computed with ωB97M-V with the def2-TZVPD basis set.

Values from the calculation:
- HOMO (alpha / beta) (eV) = -10.2 / -10.6
- gap between HOMO and LUMO (alpha / beta) (eV) = 7.587 / 5.961
- electronic energy (Ha) = -2628.335183
- largest force on an atom (eV/Å) = 1.7

```
! wB97M-V def2-TZVPD RIJCOSX def2/J DEFGRID3
* xyz 1 6
Ru 0.23611 0.39913 0.95441
O 0.17059 -1.58345 1.44090
C 0.85762 -2.67300 0.94716
C 1.08768 -2.42694 -0.57736
C 2.09574 -1.34865 -0.82479
C 3.42559 -1.65713 -1.07732
C 4.29176 -0.64551 -1.44948
C 3.79887 0.64202 -1.58785
C 2.47369 0.90860 -1.27142
C 1.85250 2.24291 -1.55747
C 1.45042 3.16184 -0.35859
O 0.82121 2.44173 0.66513
C 2.60454 3.90950 0.32279
C 3.89580 3.40375 0.40479
C 4.84108 4.00173 1.23189
C 4.50742 5.11162 1.98916
C 3.21425 5.61353 1.92954
C 2.27268 5.01237 1.11031
C 0.46883 4.15740 -1.00266
C -0.88875 3.86823 -1.03093
C -1.77481 4.73835 -1.65082
C -1.30916 5.89699 -2.25392
C 0.04970 6.17178 -2.25510
C 0.93732 5.30295 -1.63715
N 1.65467 -0.07652 -0.85920
C 0.04199 -3.95558 1.19077
C -0.76943 -3.98208 2.32200
C -1.53941 -5.09371 2.62356
C -1.49785 -6.21019 1.80270
C -0.67106 -6.20499 0.69227
C 0.09138 -5.08632 0.38317
C 2.21822 -2.87516 1.64600
C 3.01744 -3.97229 1.33352
C 4.23826 -4.15388 1.96299
C 4.68035 -3.24824 2.91623
C 3.89132 -2.15493 3.23212
C 2.66792 -1.97440 2.59920
H 0.12234 -2.11988 -0.98615
H 1.42348 -3.34384 -1.05455
H 3.76267 -2.68047 -1.00925
H 5.32532 -0.86290 -1.68180
H 4.43048 1.42512 -1.98321
H 0.91648 2.03882 -2.08127
H 2.50381 2.82646 -2.20804
H 4.18203 2.53727 -0.17030
H 5.84235 3.59162 1.27460
H 5.24508 5.59037 2.61894
H 2.93657 6.48002 2.51506
H 1.26343 5.40012 1.06752
H -1.24314 2.95536 -0.56692
H -2.83365 4.51284 -1.66751
H -2.00352 6.58096 -2.72335
H 0.42365 7.06643 -2.73515
H 1.99560 5.53101 -1.63458
H -0.78803 -3.11232 2.96581
H -2.17282 -5.08803 3.50109
H -2.09240 -7.08340 2.03400
H -0.62090 -7.07413 0.04986
H 0.71174 -5.12664 -0.50186
H 2.68559 -4.70037 0.60568
H 4.84615 -5.00909 1.69799
H 5.62502 -3.40163 3.42065
H 4.22375 -1.43730 3.97107
H 2.05167 -1.12712 2.86548
O -1.92560 0.69363 0.25857
N -2.95140 0.61671 1.08260
C -3.29133 -0.56977 1.62860
C -4.34985 -0.66179 2.50253
C -5.08172 0.47106 2.82409
C -4.73692 1.67287 2.22219
C -3.67841 1.72049 1.34589
H -2.67022 -1.40624 1.33472
H -4.58806 -1.62082 2.93921
H -5.89443 0.42142 3.53401
H -5.28013 2.58227 2.43295
H -3.36941 2.61392 0.82424
Te 2.11438 1.87810 2.80418
C 2.99500 1.15699 4.62803
C 2.32317 0.76670 5.78102
C 3.03427 0.46218 6.93233
C 4.41900 0.53327 6.94305
C 5.09792 0.89362 5.78656
C 4.39061 1.19813 4.63637
C 0.14055 1.79234 3.58040
C -0.43512 0.59089 3.99507
C -1.60367 0.61714 4.74470
C -2.20893 1.82323 5.05839
C -1.67120 3.01414 4.58929
C -0.49824 3.00002 3.85566
H 1.24219 0.70922 5.78966
H 2.49651 0.15876 7.82059
H 4.96605 0.29736 7.84536
H 6.17875 0.94360 5.78273
H 4.91446 1.48210 3.72851
H 0.05986 -0.35832 3.81311
H -2.02639 -0.30946 5.10802
H -3.08919 1.83853 5.68646
H -2.14097 3.95760 4.83484
H -0.03936 3.92558 3.53076
*
```


[3]
10 unconnected molecules or ions with the total composition ClH18O9, computed with ωB97M-V with the def2-TZVPD basis set.

Values from the calculation:
- ΔE to the lowest compared entry with this formula, charge and spin (kcal per mole) = 10.5
- HOMO (eV) = -7.3
- gap between HOMO and LUMO (eV) = 10.101
- electronic energy (Ha) = -1148.280296
- largest force on an atom (eV/Å) = 0.4

```
! wB97M-V def2-TZVPD RIJCOSX def2/J DEFGRID3
* xyz -1 1
Cl -7.56729 -14.16469 3.06971
O -10.42378 -12.30707 3.06664
H -10.05474 -11.46076 3.33209
H -9.65277 -12.84906 2.85452
O -7.60594 -12.16300 0.20160
H -7.68999 -12.84151 0.88489
H -8.05709 -11.40106 0.57410
O -8.62061 -16.32616 6.04721
H -8.07754 -17.08368 5.81980
H -8.39694 -15.66203 5.38342
O -8.19400 -12.25840 5.74685
H -8.03378 -12.78406 4.95087
H -8.49082 -11.40562 5.42062
O -4.47630 -13.44254 1.94394
H -4.28662 -14.30150 1.55198
H -5.31433 -13.61275 2.39206
O -9.09203 -17.73996 3.07001
H -8.15292 -17.93384 3.11905
H -9.12888 -16.77789 2.99208
O -5.44295 -16.33270 1.71251
H -6.29101 -16.11577 2.12744
H -5.13317 -17.11656 2.17316
O -8.97118 -15.39006 0.29769
H -9.71189 -14.77776 0.30923
H -8.53873 -15.24979 1.15094
O -5.38823 -11.48354 4.46729
H -5.74053 -12.36671 4.30590
H -4.84211 -11.32325 3.69064
*
```


[4]
A single C4H6N2O molecule, computed with ωB97M-V with the def2-TZVPD basis set.

Values from the calculation:
- ΔE to the lowest compared entry with this formula, charge and spin (kcal per mole) = 17.6
- HOMO (eV) = -8.0
- gap between HOMO and LUMO (eV) = 8.750
- electronic energy (Ha) = -340.766818
- largest force on an atom (eV/Å) = 0.5
- structure (SMILES) = Cc1ncc(O)[nH]1

```
! wB97M-V def2-TZVPD RIJCOSX def2/J DEFGRID3
* xyz 0 1
C 2.15082 -0.22187 0.13899
C 0.72260 0.03856 -0.20259
N 0.15327 -0.21892 -1.34805
C -1.20128 -0.03381 -1.15099
C -1.43309 0.28025 0.15198
O -2.55515 0.26391 0.90891
N -0.20387 0.39108 0.75175
H 2.52907 -0.94369 -0.58811
H 2.23142 -0.66959 1.13679
H 2.77664 0.67409 0.10594
H -1.93679 -0.19587 -1.92755
H -3.22561 -0.19003 0.38157
H -0.00804 0.82589 1.64136
*
```


> The highest largest force on an atom belongs to which entry?

C3H10O2S


> Among the records above, which one has the highest largest force on an atom?

C3H10O2S